{
  "formula": "C8Cl8O2Sn",
  "method": "ωB97M-V/def2-TZVPD",
  "orbital_gap_ev": 8.55,
  "total_charge": 0,
  "species": ["Sn", "Cl", "C", "C", "C", "Cl", "C", "Cl", "C", "Cl", "C", "Cl", "Cl", "C", "Cl", "Cl", "C", "O", "O"],
  "coordinates": [[-0.9130, -0.4245, 2.5023], [-1.4970, -2.5725, 0.4942], [0.0964, -1.9190, 0.1253], [0.4981, -0.8635, 0.9058], [1.7317, -0.3066, 0.6507], [2.2332, 1.0308, 1.6446], [2.5507, -0.7869, -0.3659], [4.0802, -0.0692, -0.6690], [2.1094, -1.8646, -1.1409], [3.1028, -2.4756, -2.3995], [0.8641, -2.4490, -0.9009], [0.2991, -3.7670, -1.8399], [-2.5654, 3.3273, -1.6323], [-2.3333, 2.8981, 0.0521], [-3.8555, 3.1128, 0.9389], [-1.0700, 3.9271, 0.7607], [-1.8843, 1.4141, 0.1921], [-1.7389, 0.7025, -0.7629], [-1.7081, 1.0857, 1.4447]],
  "forces_ev_per_angstrom": [[0.14, -0.16, 0.22], [0.20, 0.06, -0.05], [-0.18, -0.22, -0.14], [0.19, -0.20, 0.00], [0.04, 0.09, 0.05], [-0.04, -0.08, -0.03], [-0.01, 0.02, -0.03], [-0.01, -0.01, 0.00], [0.02, 0.00, -0.02], [0.00, 0.00, 0.00], [-0.03, 0.08, 0.04], [0.01, 0.00, 0.00], [0.00, -0.01, -0.02], [0.03, 0.02, 0.02], [0.02, 0.00, -0.01], [-0.01, -0.02, 0.00], [0.21, -0.32, -0.03], [-0.04, 0.06, 0.03], [-0.54, 0.67, -0.02]]
}

---

{
  "formula": "C54H52BrN5OS2SbTi",
  "method": "ωB97M-V/def2-TZVPD",
  "spin_multiplicity": 3,
  "s2": 2.009,
  "orbital_gap_ev": [6.53, 6.82],
  "total_charge": 1,
  "de_lowest_ev": 1.453,
  "species": ["Ti", "C", "C", "C", "C", "N", "C", "C", "C", "C", "C", "C", "N", "C", "C", "C", "C", "C", "N", "H", "H", "H", "H", "H", "H", "H", "H", "H", "H", "H", "C", "C", "C", "C", "C", "C", "C", "Br", "C", "O", "C", "C", "C", "C", "C", "C", "H", "H", "H", "H", "H", "H", "H", "H", "H", "H", "H", "H", "H", "H", "H", "H", "H", "H", "H", "H", "N", "C", "N", "C", "C", "C", "C", "C", "C", "S", "H", "H", "H", "H", "H", "H", "S", "Sb", "C", "C", "C", "C", "C", "C", "C", "C", "C", "C", "C", "C", "C", "C", "C", "C", "C", "C", "H", "H", "H", "H", "H", "H", "H", "H", "H", "H", "H", "H", "H", "H", "H"],
  "coordinates": [[-0.3631, 0.3327, 1.4362], [-1.5271, 0.9913, -3.0016], [-2.8133, 0.4848, -3.0371], [-3.2916, -0.2049, -1.9361], [-2.4720, -0.3383, -0.8236], [-1.2533, 0.2132, -0.7624], [-0.7842, 0.8393, -1.8432], [-2.8741, -1.1087, 0.3658], [-3.7813, -2.1542, 0.3233], [-4.0307, -2.8571, 1.4901], [-3.4196, -2.4726, 2.6683], [-2.5540, -1.3901, 2.6364], [-2.2566, -0.7616, 1.4973], [-1.9490, -0.7662, 3.8268], [-2.3255, -1.0670, 5.1248], [-1.8049, -0.3042, 6.1566], [-0.9372, 0.7287, 5.8595], [-0.5847, 0.9434, 4.5403], [-1.0744, 0.2083, 3.5433], [-1.0996, 1.5141, -3.8465], [-3.4365, 0.6189, -3.9121], [-4.2912, -0.6182, -1.9325], [0.2188, 1.2357, -1.7687], [-4.2541, -2.4354, -0.6066], [-4.7070, -3.7018, 1.4806], [-3.6146, -2.9981, 3.5914], [-3.0329, -1.8576, 5.3283], [-2.0885, -0.5070, 7.1817], [-0.5241, 1.3616, 6.6322], [0.1122, 1.7199, 4.2668], [5.7373, 2.8795, -0.2902], [4.7468, 2.7028, -1.4485], [4.8780, 3.8951, -2.3993], [5.1097, 1.4321, -2.2330], [3.3342, 2.5745, -0.8785], [2.9793, 1.4260, -0.1638], [1.6983, 1.3356, 0.3030], [1.8794, 0.0582, 2.6676], [0.7876, 2.3869, 0.3196], [-0.3570, 2.1797, 1.0201], [1.0823, 3.5247, -0.4512], [2.3734, 3.5745, -0.9968], [0.1306, 4.6951, -0.7488], [0.0934, 4.9221, -2.2704], [0.6694, 5.9639, -0.0728], [-1.3239, 4.4900, -0.3104], [6.7592, 2.9625, -0.6715], [5.6971, 2.0298, 0.3953], [5.5097, 3.7823, 0.2805], [5.8832, 3.9133, -2.8240], [4.7266, 4.8470, -1.8847], [4.1641, 3.8321, -3.2250], [6.0937, 1.5448, -2.6949], [4.3804, 1.2408, -3.0251], [5.1489, 0.5536, -1.5850], [3.6747, 0.6102, -0.0035], [2.6377, 4.4648, -1.5524], [1.0715, 5.1734, -2.6828], [-0.5881, 5.7432, -2.5041], [-0.2687, 4.0255, -2.7822], [1.6899, 6.1905, -0.3872], [0.6730, 5.8491, 1.0144], [0.0387, 6.8217, -0.3208], [-1.7585, 3.5930, -0.7566], [-1.9087, 5.3509, -0.6460], [-1.4362, 4.4029, 0.7658], [-0.7685, 4.1995, 3.2576], [-2.1113, 3.9716, 3.3962], [-2.6556, 2.8430, 3.0871], [-4.0223, 2.8803, 3.3087], [-4.9063, 1.8302, 3.0667], [-6.2510, 2.0009, 3.3484], [-6.7281, 3.2046, 3.8697], [-5.8642, 4.2595, 4.1176], [-4.5182, 4.0850, 3.8320], [-3.1915, 5.2039, 4.0290], [-0.3563, 3.6306, 2.5252], [-0.4548, 5.1552, 3.2819], [-4.5271, 0.8996, 2.6585], [-6.9472, 1.1916, 3.1626], [-7.7831, 3.3169, 4.0827], [-6.2358, 5.1924, 4.5233], [0.5251, -2.3158, 0.6429], [0.9759, -3.7991, -0.9973], [0.0593, -3.5462, -2.8898], [0.5753, -4.2602, -3.9689], [-0.0082, -4.1405, -5.2217], [-1.1043, -3.3048, -5.3971], [-1.6118, -2.5855, -4.3234], [-1.0294, -2.7043, -3.0688], [3.0338, -3.7747, -1.4503], [3.6005, -2.5877, -1.9092], [4.9584, -2.5331, -2.1818], [5.7511, -3.6585, -1.9862], [5.1878, -4.8388, -1.5230], [3.8260, -4.8996, -1.2541], [0.5577, -5.7837, -0.4247], [-0.1366, -6.6435, -1.2696], [-0.4079, -7.9422, -0.8594], [0.0130, -8.3780, 0.3898], [0.6991, -7.5161, 1.2367], [0.9671, -6.2158, 0.8342], [1.4413, -4.9031, -3.8417], [0.3942, -4.6946, -6.0600], [-1.5596, -3.2108, -6.3748], [-2.4617, -1.9292, -4.4649], [-1.4190, -2.1419, -2.2286], [2.9909, -1.7001, -2.0464], [5.3996, -1.6122, -2.5423], [6.8124, -3.6130, -2.1947], [5.8069, -5.7138, -1.3699], [3.3899, -5.8262, -0.8972], [-0.4669, -6.3115, -2.2477], [-0.9468, -8.6129, -1.5168], [-0.1951, -9.3923, 0.7062], [1.0240, -7.8562, 2.2118], [1.4862, -5.5397, 1.5052]],
  "forces_ev_per_angstrom": [[0.90, -0.18, -0.42], [0.00, 0.01, -0.01], [-0.04, 0.04, -0.05], [0.00, -0.05, 0.07], [-0.05, 0.11, -0.28], [0.01, -0.03, 0.24], [0.07, -0.02, 0.05], [-0.07, -0.14, 0.00], [0.03, 0.08, -0.03], [-0.07, -0.13, 0.03], [-0.03, 0.06, -0.02], [-0.07, -0.01, 0.17], [-0.10, 0.04, -0.17], [-0.02, 0.07, 0.11], [-0.02, 0.01, -0.04], [-0.06, -0.06, 0.12], [0.05, 0.07, 0.00], [0.01, 0.03, -0.02], [0.02, -0.10, -0.06], [-0.01, -0.02, 0.02], [0.01, -0.01, 0.02], [0.03, 0.01, 0.01], [0.00, 0.01, -0.01], [0.01, 0.00, 0.01], [0.01, 0.01, 0.00], [0.00, 0.01, -0.02], [0.01, 0.01, -0.01], [0.00, 0.00, -0.04], [-0.01, -0.01, -0.02], [0.03, 0.04, -0.01], [0.03, -0.02, 0.03], [0.00, 0.02, -0.10], [-0.02, 0.04, 0.02], [-0.01, -0.03, 0.01], [0.02, 0.01, 0.03], [-0.13, -0.30, -0.30], [0.00, 0.24, 0.56], [-0.21, 0.10, -0.11], [-0.05, 0.20, -0.20], [-0.10, 0.27, 0.28], [-0.08, -0.16, 0.09], [0.02, 0.01, -0.13], [0.04, 0.10, -0.06], [0.04, -0.01, -0.05], [-0.02, 0.02, 0.06], [0.02, -0.09, -0.02], [-0.05, -0.01, 0.02], [0.01, 0.03, -0.02], [0.00, -0.02, -0.02], [-0.02, 0.00, 0.01], [0.00, -0.04, -0.01], [0.03, -0.01, 0.02], [-0.03, 0.00, 0.02], [0.03, 0.02, 0.02], [-0.02, 0.05, -0.01], [0.01, 0.03, 0.01], [-0.01, -0.05, 0.04], [-0.06, 0.00, 0.01], [0.02, -0.02, 0.00], [0.01, 0.04, 0.01], [-0.04, -0.01, 0.00], [0.02, 0.01, -0.03], [0.02, -0.03, 0.01], [0.02, -0.01, 0.00], [0.03, -0.04, 0.02], [0.00, 0.00, 0.02], [-0.09, -0.01, 0.09], [-0.03, -0.06, -0.05], [-0.06, -0.08, -0.15], [-0.03, 0.04, 0.12], [0.00, 0.00, 0.01], [0.03, -0.01, -0.02], [0.01, 0.02, 0.01], [-0.04, 0.02, 0.02], [0.13, -0.05, -0.02], [-0.02, 0.00, -0.01], [0.04, -0.07, 0.01], [-0.03, 0.03, 0.01], [-0.01, 0.03, 0.01], [0.03, 0.02, 0.00], [0.02, 0.00, 0.00], [0.02, -0.03, -0.02], [-0.14, -0.09, 0.13], [0.07, -0.02, -0.28], [0.08, -0.06, 0.11], [0.08, -0.02, 0.02], [-0.03, 0.03, 0.00], [0.01, 0.00, 0.02], [0.02, -0.02, -0.04], [-0.03, -0.02, 0.06], [-0.03, 0.04, 0.06], [-0.02, 0.04, 0.01], [0.02, -0.05, -0.01], [-0.03, 0.00, 0.01], [0.02, 0.03, -0.03], [-0.06, -0.05, -0.04], [-0.08, 0.07, 0.04], [0.04, 0.02, -0.06], [0.02, -0.02, 0.04], [0.00, 0.02, -0.01], [-0.01, -0.02, -0.03], [0.02, 0.03, 0.03], [-0.03, 0.02, 0.00], [-0.01, 0.01, 0.02], [0.01, 0.00, 0.02], [0.02, -0.03, 0.00], [0.01, -0.01, -0.01], [0.00, 0.00, 0.02], [-0.01, -0.03, 0.00], [-0.02, 0.00, 0.00], [-0.02, 0.02, 0.00], [0.01, 0.02, 0.01], [0.00, 0.01, 0.02], [0.01, 0.02, 0.02], [0.00, 0.02, -0.01], [-0.01, 0.01, -0.02], [-0.01, -0.01, -0.01]]
}

---

{
  "formula": "C14H36AlN3O8",
  "method": "ωB97M-V/def2-TZVPD",
  "orbital_gap_ev": 3.26,
  "total_charge": 2,
  "species": ["Al", "N", "O", "O", "O", "C", "C", "O", "H", "H", "H", "H", "H", "H", "C", "O", "C", "C", "N", "C", "C", "O", "C", "H", "H", "H", "H", "H", "H", "H", "H", "H", "H", "H", "H", "H", "H", "H", "C", "O", "C", "C", "N", "C", "C", "O", "C", "H", "H", "H", "H", "H", "H", "H", "H", "H", "H", "H", "H", "H", "H", "H"],
  "coordinates": [[-0.3138, -0.2422, -0.3495], [3.7098, -0.8237, -1.2581], [4.1991, -1.4263, -2.1556], [2.4963, -0.8625, -1.1450], [4.4838, -0.3188, -0.4248], [1.7189, 0.2105, -5.0222], [1.2429, 0.9023, -3.7914], [0.1529, 0.1390, -3.2462], [1.9902, -0.8101, -4.7520], [2.6278, 0.6811, -5.3973], [0.9562, 0.1846, -5.8005], [0.9401, 1.9431, -3.9062], [2.0312, 0.8618, -3.0397], [-0.5663, 0.3243, -3.8545], [-3.2059, 2.1410, 1.0639], [-1.7760, 2.1276, 0.7291], [-1.2985, 3.4184, 0.5696], [0.1900, 3.3727, 0.6962], [0.7506, 2.6206, -0.5003], [2.2671, 2.4510, -0.3191], [2.5716, 1.7140, 1.0771], [1.7078, 0.6587, 1.6987], [2.2054, -0.0373, 2.7820], [-3.4946, 1.1080, 0.8698], [-3.7808, 2.8526, 0.4712], [-3.2949, 2.4133, 2.1155], [-1.6064, 3.9476, 1.4714], [-1.6765, 3.9785, -0.2857], [0.4035, 3.0272, 1.7077], [0.5286, 4.3916, 0.5079], [0.7490, 3.4296, -1.1050], [2.8729, 3.3567, -0.3486], [2.6309, 1.8191, -1.1293], [2.5896, 2.4229, 1.9049], [3.6370, 1.4868, 1.1142], [1.3803, -0.6568, 3.1334], [2.4819, 0.7301, 3.5050], [3.1055, -0.5114, 2.3908], [-1.2370, 0.7118, 3.4137], [-1.5363, -0.1704, 2.4264], [-2.4272, -1.2026, 2.9471], [-3.0555, -2.1479, 1.7999], [-1.9518, -2.4817, 1.0060], [-2.2652, -3.4741, 0.0538], [-1.1514, -3.8347, -0.9886], [-0.5931, -2.7534, -1.6343], [0.6054, -3.2960, -2.2999], [-0.5251, 1.4546, 3.0538], [-0.7392, 0.2675, 4.2755], [-2.1279, 1.2245, 3.7763], [-3.1851, -0.9387, 3.6846], [-1.8884, -1.7982, 3.6840], [-3.8510, -1.6935, 1.2092], [-3.6002, -2.9950, 2.2169], [-1.3817, -2.9883, 1.6682], [-3.0149, -3.0910, -0.6384], [-2.6304, -4.4217, 0.4495], [-1.4470, -4.4460, -1.8413], [-0.4111, -4.4845, -0.5219], [0.3338, -4.0406, -3.0481], [1.3501, -3.8001, -1.6840], [1.1232, -2.6257, -2.9859]],
  "forces_ev_per_angstrom": [[0.84, 0.41, 0.47], [3.40, 0.10, 2.37], [0.43, -1.09, -2.50], [-3.34, 0.40, 0.15], [-1.48, 0.53, -0.03], [0.37, -0.19, -0.42], [0.56, 0.02, 0.84], [-0.40, -0.01, 0.91], [-0.05, -0.06, -0.10], [-0.10, 0.12, -0.17], [0.09, 0.05, -0.09], [-0.01, 0.01, -0.23], [-0.05, 0.10, 0.03], [-0.60, -0.28, 0.09], [1.08, -0.70, -0.12], [-1.41, -1.01, -0.79], [0.22, 0.72, 1.30], [-0.18, 0.20, -1.43], [2.12, 0.45, 2.12], [-1.36, -2.95, 1.64], [0.46, 0.85, 1.63], [-1.80, 1.82, -4.75], [1.16, 0.61, -0.04], [-0.48, 0.26, 0.25], [0.20, -0.11, -0.25], [-0.12, -0.13, 0.03], [-0.27, 0.58, 0.01], [-0.07, -0.32, -0.36], [0.61, -0.32, -0.49], [0.23, 0.25, 0.82], [-0.64, -0.57, -1.46], [-0.39, 0.30, 0.31], [-0.15, 0.04, 0.00], [-0.47, 0.84, -0.25], [-0.06, -1.08, -0.60], [0.50, -0.26, 0.13], [0.12, -0.34, 0.68], [0.03, -0.83, 0.83], [0.84, 2.03, 1.69], [-1.78, -2.59, -1.30], [-0.63, -1.40, -0.40], [-0.75, 3.10, 2.12], [2.02, -1.14, -0.47], [-0.23, -0.73, -4.36], [-0.52, -1.54, 1.42], [2.75, 1.70, -0.34], [0.35, -0.01, -1.66], [-0.16, -0.03, -0.28], [-0.07, -0.44, 0.17], [-0.09, 0.12, 0.09], [-0.59, 1.46, -0.72], [0.95, -0.67, -0.55], [0.22, 0.66, -0.09], [0.47, -0.37, 0.53], [1.22, 0.40, 0.19], [-0.70, 0.14, 0.46], [-0.01, 0.00, 0.34], [-1.29, -0.45, 0.42], [0.51, 0.32, 0.39], [-0.83, -0.40, 0.31], [-0.37, 0.43, 0.73], [-0.33, 1.00, 0.80]]
}

---

{
  "formula": "C4H7NO2",
  "method": "ωB97M-V/def2-TZVPD",
  "smiles": "[H]/N=C1\\C[C@@H](O)CO1",
  "orbital_gap_ev": 10.72,
  "total_charge": 0,
  "de_lowest_ev": 2.092,
  "species": ["C", "C", "N", "O", "C", "C", "O", "H", "H", "H", "H", "H", "H", "H"],
  "coordinates": [[0.4791, -0.7487, 0.1259], [-0.7885, -0.2462, 0.7903], [-1.7668, -0.8353, 1.3313], [-0.8039, 1.1063, 0.7140], [0.2054, 1.6114, -0.1547], [0.7609, 0.4312, -0.9331], [0.0225, 0.0999, -2.0817], [0.3411, -1.8199, -0.1696], [0.0525, -0.7984, -1.7119], [1.3326, -0.7502, 0.7992], [-1.6491, -1.8451, 1.3305], [-0.2616, 2.3661, -0.7943], [1.0061, 2.0762, 0.4311], [1.8237, 0.5357, -1.1894]],
  "forces_ev_per_angstrom": [[0.40, 0.61, 0.09], [-0.08, 0.04, 0.19], [0.42, 0.04, -0.15], [-0.23, 0.10, 0.09], [0.22, 0.14, -0.05], [0.41, -0.45, 1.47], [0.05, -0.89, 0.59], [0.26, 0.97, -0.50], [-1.33, -0.56, -2.49], [-0.11, 0.01, 0.48], [0.11, 0.09, -0.01], [0.17, -0.18, -0.03], [-0.15, 0.01, 0.05], [-0.14, 0.07, 0.27]]
}